{
  "formula": "C21H37ClN4O5",
  "method": "the ωB97M-V functional and the def2-TZVPD basis",
  "energy_ev": -51096.57826,
  "orbital_gap_ev": 9.9636,
  "fmax_ev_per_a": 2.4,
  "smiles": "CCCO[C@H]1OC(=O)O[C@@]1(Cl)C[C@H](O)CN.CCCC#N.CCCC#N.CCCC#N",
  "symbols": ["C", "C", "C", "O", "C", "O", "C", "O", "O", "C", "Cl", "C", "C", "O", "C", "N", "H", "H", "H", "H", "H", "H", "H", "H", "H", "H", "H", "H", "H", "H", "H", "H", "C", "C", "C", "C", "N", "H", "H", "H", "H", "H", "H", "H", "C", "C", "C", "C", "N", "H", "H", "H", "H", "H", "H", "H", "C", "C", "C", "C", "N", "H", "H", "H", "H", "H", "H", "H"],
  "coordinates": [[-2.71226, 0.47396, 3.37618], [-2.52508, -0.46607, 4.56851], [-1.28433, -0.13846, 5.36747], [-0.09979, -0.67622, 4.77816], [0.73501, 0.21721, 4.18412], [1.97158, 0.14939, 4.97045], [2.55824, -1.00339, 4.54795], [3.20507, -1.75587, 5.23756], [2.27700, -1.19080, 3.20544], [1.36211, -0.20619, 2.85169], [2.43627, 1.29978, 2.44667], [0.56804, -0.36900, 1.58691], [-0.22976, -1.67650, 1.43801], [-0.64406, -2.24095, 2.66868], [0.52845, -2.69692, 0.57294], [-0.06918, -4.02417, 0.54737], [-2.14290, 0.11383, 2.52616], [-2.35331, 1.47389, 3.58363], [-3.75177, 0.48807, 3.08370], [-2.53388, -1.49634, 4.23979], [-3.36844, -0.32559, 5.23979], [-1.20865, 0.93854, 5.48919], [-1.36667, -0.57758, 6.35531], [0.42475, 1.25246, 4.15330], [-0.09564, 0.48388, 1.54036], [1.24656, -0.32273, 0.76008], [-1.14554, -1.43673, 0.90493], [0.09383, -2.74871, 3.01726], [1.55368, -2.79226, 0.92274], [0.53492, -2.30471, -0.43522], [-1.07429, -3.93267, 0.46677], [0.07556, -4.48995, 1.43224], [5.43276, 1.43221, -2.59559], [4.66944, 2.52165, -1.85451], [3.80867, 1.96055, -0.71624], [2.82971, 1.02848, -1.26949], [2.04673, 0.31847, -1.72446], [4.75566, 0.72763, -3.06197], [6.04672, 1.86052, -3.38413], [6.08762, 0.88018, -1.91601], [4.03220, 3.06040, -2.55895], [5.37226, 3.24699, -1.44146], [3.28101, 2.76195, -0.20025], [4.42538, 1.43866, 0.01544], [2.04062, -0.73869, -7.83520], [1.87895, -1.27311, -6.41654], [2.06662, -0.19382, -5.34459], [3.40763, 0.38917, -5.41206], [4.46313, 0.84528, -5.46638], [3.04663, -0.35207, -8.00242], [1.86891, -1.53047, -8.56414], [1.32882, 0.06422, -8.03595], [2.59601, -2.07849, -6.24914], [0.88294, -1.70388, -6.30298], [1.92832, -0.61092, -4.34667], [1.33737, 0.60683, -5.47426], [-6.18409, 1.07941, -1.13508], [-6.39569, 0.53514, 0.27291], [-6.28158, 1.61611, 1.35361], [-4.95290, 2.22985, 1.34518], [-3.89946, 2.69161, 1.32834], [-5.18147, 1.49118, -1.25602], [-6.30370, 0.28629, -1.87259], [-6.90570, 1.86521, -1.36524], [-5.66675, -0.25307, 0.47028], [-7.38481, 0.07954, 0.34078], [-6.45394, 1.18788, 2.34157], [-7.02414, 2.39863, 1.19333]]
}